Density functional theory data (the ωB97M-V functional and the def2-TZVPD basis) for 2 unconnected molecules or ions with the total composition C6H15NSi in a non-equilibrium geometry.

```
! RIJCOSX wB97M-V def2-TZVPD def2/J DEFGRID3
* xyz 0 1
C -0.8711 -0.3111 0.1938
C -0.0064 -1.1449 -0.3108
C -3.1173 -0.9487 0.6760
C -2.8411 1.2739 -0.5255
C 3.3540 1.4098 0.0204
C -2.2996 -0.1367 -0.3343
N 3.8305 0.1405 0.5737
Si 3.2946 -1.2320 -0.1939
H -0.9467 0.0552 1.2420
H -0.2737 -1.6074 -1.2224
H -3.0567 -0.5239 1.6018
H -4.1535 -1.2030 0.3416
H -2.6622 -1.8387 0.8750
H -3.7796 1.1247 -1.1431
H -2.9073 1.7134 0.4999
H -2.1636 1.7638 -1.2305
H 2.9765 2.0153 0.9091
H 4.3879 1.8275 -0.4446
H 2.5563 1.3667 -0.7188
H -2.4114 -0.7584 -1.2386
H 4.3595 0.2687 1.4093
H 3.4488 -2.4654 0.6053
H 3.2822 -0.7893 -1.5854
*
```

Summary:
Highest occupied orbital energy (spin up / spin down)   -0.23625 / -0.26839 hartree
Relative energy (zero: lowest compared OMol25 entry of this formula, charge and spin)   5.705 eV
Strongest force on any atom   3.605 eV Å⁻¹
Total energy   -15827.087 eV
Kohn-Sham gap (spin up / spin down)   6.334 / 7.314 eV

Atomic partial charges in e from the natural (NBO) method, atoms 1 to 5: C -0.326; C -0.381; C -0.597; C -0.614; C -0.423

***

Density functional theory data (the ωB97M-V functional and the def2-TZVPD basis) for a molecular structure, C39H29Cl2N9O9Y in a non-equilibrium geometry.

```
! RIJCOSX wB97M-V def2-TZVPD def2/J DEFGRID3
* xyz -1 1
Y -0.3218 0.8983 0.6200
Cl 1.2199 2.8214 -6.0717
C 0.9432 2.9163 -4.3033
C 0.0465 2.0374 -3.6937
C -0.1524 2.1040 -2.3181
N -0.9880 1.2259 -1.5956
C -2.1206 0.8030 -2.1585
O -2.6569 1.2943 -3.1890
C -2.7944 -0.2633 -1.3352
C -3.8177 -1.0558 -1.8170
C -4.4540 -1.9567 -1.0254
C -3.9966 -2.1240 0.2686
C -2.9598 -1.3415 0.6916
N -2.3283 -0.4451 -0.0983
C 0.5000 3.1166 -1.5241
C 1.3574 3.9445 -2.1639
C 1.6265 3.8236 -3.5435
Cl 2.7275 4.9036 -4.3249
N 0.1289 3.1026 -0.1439
C 0.3545 4.1169 0.6575
O 0.8116 5.2449 0.3925
C -0.1730 3.8707 2.0522
C 0.0332 4.8347 3.0274
C -0.3626 4.5475 4.3474
C -0.9849 3.3445 4.5915
C -1.2063 2.4195 3.5475
N -0.7536 2.6659 2.3475
H -0.4318 1.2525 -4.2626
H -4.1922 -0.8566 -2.7778
H -5.2791 -2.5678 -1.3628
H -4.4415 -2.8115 1.0325
H -2.5104 -1.4047 1.6635
H 1.9196 4.7233 -1.5815
H 0.3777 5.7983 2.7603
H -0.0992 5.1954 5.1631
H -1.0961 3.0381 5.6176
H -1.7302 1.4246 3.6199
O 2.7861 -2.1661 0.6938
C 2.1474 -1.1020 0.8206
N 1.4851 -0.4328 -0.1386
C 1.5091 -0.8842 -1.5167
C 2.7192 -0.3700 -2.2493
C 3.1973 -1.0973 -3.3125
C 4.2887 -0.5416 -4.0736
C 4.7731 0.7101 -3.7850
C 4.1994 1.3198 -2.6626
N 3.2455 0.8090 -1.9314
C 2.1256 -0.4732 2.1969
C 2.5618 -1.1766 3.2640
C 2.6760 -0.5899 4.5188
C 2.3415 0.7377 4.6159
C 1.8148 1.3562 3.4964
N 1.6264 0.8006 2.3033
H 1.4563 -1.9857 -1.6023
H 0.6472 -0.5241 -1.9727
H 2.8523 -2.0360 -3.6943
H 4.6773 -1.1455 -4.9289
H 5.5411 1.1177 -4.3943
H 4.5317 2.3385 -2.3927
H 2.8843 -2.1957 3.1481
H 3.1153 -1.1140 5.3667
H 2.4892 1.3127 5.5365
H 1.6293 2.4560 3.5507
O -1.6926 -0.5231 4.4418
C -1.0674 -0.9968 3.5273
O -0.8902 -0.4239 2.3874
C -0.5799 -2.4913 3.5942
C 0.0920 -3.0979 2.5509
C 0.4039 -4.4238 2.6452
C 0.0102 -5.2047 3.7500
C -0.6228 -4.5964 4.8065
C -0.9566 -3.2549 4.7290
N -1.1583 -5.2759 6.0205
O -0.8084 -6.4284 6.2295
O -1.8978 -4.6352 6.7417
H 0.3339 -2.4437 1.7070
H 1.0402 -4.8899 1.8754
H 0.2210 -6.3100 3.6865
H -1.4445 -2.8167 5.5268
N -3.1932 0.2705 -5.8561
C -2.9781 -1.0630 -5.3347
C -2.0722 -1.8441 -6.2472
O -1.2125 -1.0416 -6.8818
O -2.0155 -3.0466 -6.2738
H -3.1588 0.9409 -5.0643
H -4.0897 0.3958 -6.3824
H -1.5095 -0.1071 -6.6509
H -3.8920 -1.5333 -5.0493
H -2.3771 -0.9238 -4.4457
*
```

Summary:
Highest occupied orbital energy   -0.19958 hartree
Relative energy (zero: lowest compared OMol25 entry of this formula, charge and spin)   1.175 eV
Strongest force on any atom   3.208 eV Å⁻¹
Total energy   -98847.403 eV
Kohn-Sham gap   6.786 eV

Atomic partial charges in e from the Mulliken method, atoms 1 to 5: Y 1.048; Cl -0.267; C -0.147; C -0.625; C -0.630

***

Density functional theory data (the ωB97M-V functional and the def2-TZVPD basis) for 9 unconnected molecules or ions with the total composition C42H70N6O7 in a non-equilibrium geometry.

```
! RIJCOSX wB97M-V def2-TZVPD def2/J DEFGRID3
* xyz 4 1
C -3.4022 1.0781 1.3464
N -4.5963 0.7016 0.4679
C -4.3313 0.1783 -0.7499
C -5.3722 -0.2957 -1.5549
C -6.6496 -0.1831 -1.0865
C -6.8820 0.2926 0.2258
C -5.8401 0.6707 1.0337
C -7.7176 -0.7311 -1.9185
C -7.7799 -0.7586 -3.3092
C -8.9743 -1.0485 -3.9481
N -10.0544 -1.4733 -3.2882
C -9.9466 -1.6971 -1.9844
C -8.8379 -1.3077 -1.2677
C -11.2808 -1.7450 -4.0174
H -2.6445 1.6069 0.8200
H -2.9636 0.1764 1.6188
H -3.7586 1.6171 2.2444
H -3.3493 0.3528 -1.1365
H -5.1024 -0.6634 -2.5771
H -7.8766 0.4423 0.5488
H -5.8787 1.1835 1.9588
H -6.9328 -0.3706 -3.8362
H -8.9711 -0.9209 -5.0075
H -10.8693 -2.1215 -1.4888
H -8.9402 -1.3732 -0.1973
H -12.0947 -1.2213 -3.4949
H -11.4135 -2.8059 -4.0614
H -11.1865 -1.4074 -5.0437
C -1.4228 -2.8971 9.3525
N -0.9685 -1.5055 8.9982
C -1.6646 -0.4760 9.4441
C -1.2193 0.8174 9.1382
C -0.0957 1.0062 8.4095
C 0.5967 -0.0895 7.9725
C 0.1385 -1.3669 8.2602
C 0.2828 2.4243 8.1822
C 0.5721 3.2614 9.2932
C 0.5690 4.5842 9.0892
N 0.3864 5.0914 7.8309
C 0.2675 4.2992 6.7532
C 0.1789 2.9488 6.8770
C 0.1683 6.5219 7.6874
H -0.5136 -3.5180 9.4206
H -2.0301 -3.2628 8.5392
H -2.0718 -2.8544 10.1939
H -2.5953 -0.7237 9.9145
H -1.8148 1.6045 9.4613
H 1.4436 -0.0287 7.3400
H 0.7533 -2.2895 8.2351
H 0.7282 2.7869 10.2901
H 0.7277 5.2910 9.8947
H 0.2774 4.7924 5.8318
H -0.1257 2.2812 6.1352
H 0.9986 7.0793 8.1836
H -0.7326 6.8596 8.1943
H 0.1193 6.8126 6.6782
C -8.6874 -4.6389 -6.8422
C -8.0302 -3.6011 -7.2627
N 7.7706 -6.7288 -6.5890
C 9.1125 -7.4394 -6.6578
C 7.7862 -5.5993 -7.4773
C 6.6210 -4.6283 -7.3590
C 6.7702 -7.1726 -6.0358
C 8.3396 -1.9874 -4.2029
O 8.4241 -1.1585 -3.3689
C 8.9938 -0.6023 -1.9964
H -9.2473 -5.0555 -7.6172
H -9.0019 -1.3456 -6.5674
H -8.5084 -5.1924 -5.9783
H -8.1550 -3.4942 -8.2864
H -7.2659 -3.0029 -6.7155
H 9.7570 -6.8927 -5.9696
H 9.3743 -7.4700 -7.6959
H 8.9523 -8.4920 -6.4527
H 7.6456 -6.0614 -8.4921
H 8.7748 -5.0799 -7.3414
H 5.6659 -5.0366 -7.5775
H 6.7199 -3.7532 -8.0304
H 6.5670 -4.1616 -6.3679
H 6.9399 -8.0676 -5.4585
H 5.7869 -6.8383 -6.0200
H 8.3315 -3.0108 -3.8784
H 8.0576 -1.5995 -5.2045
H 10.0417 -0.5010 -2.0968
H 8.7798 -1.3540 -1.1530
H 8.5899 0.3554 -2.2316
C 5.9547 1.7414 1.2702
O 5.6162 1.5743 -0.0594
C 4.2581 1.1494 -0.2051
C 3.9680 1.2574 -1.6868
N 3.2186 2.4444 -2.0818
H 3.1064 2.5066 -3.1585
H 1.4046 2.0923 -1.9256
C 3.7648 3.7664 -1.7234
C 4.8599 4.2925 -2.6711
O 4.2232 4.6147 -3.8736
C 5.1175 4.6641 -4.9210
H 5.2517 2.3974 1.7777
H 6.9596 2.2696 1.3200
H 5.9345 0.8583 1.9126
H 3.6944 1.8481 0.4626
H 4.1475 0.0426 0.0634
H 3.3109 0.3952 -1.8838
H 4.9914 1.1543 -2.1494
H 4.3297 3.7927 -0.7596
H 2.8862 4.4502 -1.6455
H 5.5651 3.4167 -2.8043
H 5.4226 5.1111 -2.2696
H 5.1486 3.7450 -5.4200
H 6.1296 4.9069 -4.5898
H 4.7262 5.3699 -5.7135
C -3.8195 0.0267 4.8941
C -2.5380 0.8541 5.0754
O -2.2009 1.6177 4.0834
O -2.0017 0.8415 6.2140
H -3.8359 -0.3196 3.8833
H -4.5631 0.8517 4.8410
H -3.9166 -0.6681 5.6947
C -0.9225 3.3533 -1.5720
C -0.5545 1.8850 -1.5289
O 0.6362 1.4703 -1.7022
O -1.4266 1.0617 -1.4170
H -1.9883 3.3796 -1.8083
H -0.3962 3.9547 -2.3343
H -0.6747 3.8141 -0.5579
*
```

Summary:
Highest occupied orbital energy   -0.37882 hartree
Strongest force on any atom   6.012 eV Å⁻¹
Total energy   -67915.253 eV
Kohn-Sham gap   0.826 eV

Atomic partial charges in e from the Mulliken method, atoms 1 to 5: C -0.874; N 0.143; C -0.591; C -0.675; C 1.173

***

Density functional theory data (the ωB97M-V functional and the def2-TZVPD basis) for C4H6OS in the gas phase in a non-equilibrium geometry.

```
! RIJCOSX wB97M-V def2-TZVPD def2/J DEFGRID3
* xyz 0 1
O -3.2271 -0.0628 -0.5923
C -2.3815 -0.3716 0.4667
C -1.0766 0.2039 0.3788
C 0.0071 0.6400 0.1566
C 1.4436 0.9558 -0.0237
S 2.5062 -0.5312 -0.1825
H -2.7144 -0.2407 -1.4045
H -2.9448 -0.0975 1.4295
H -2.2236 -1.4746 0.5552
H 1.8066 1.4477 0.8690
H 1.5350 1.6767 -0.8129
H 2.3033 -0.8793 1.1509
*
```

Summary:
Highest occupied orbital energy   -0.34366 hartree
Relative energy (zero: lowest compared OMol25 entry of this formula, charge and spin)   2.636 eV
Strongest force on any atom   3.009 eV Å⁻¹
Total energy   -17125.494 eV
Kohn-Sham gap   10.052 eV

Atomic partial charges in e from the natural (NBO) method, atoms 1 to 5: O -0.689; C -0.138; C -0.040; C -0.013; C -0.582

***

Density functional theory data (the ωB97M-V functional and the def2-TZVPD basis) for a molecular structure, C42H47CaN3O5.

```
! RIJCOSX wB97M-V def2-TZVPD def2/J DEFGRID3
* xyz 0 1
Ca -0.1492 -0.3382 0.9210
C -1.4988 1.1917 4.7494
C -0.2135 0.4241 4.5556
C 0.9859 1.0962 4.2891
C 0.9742 2.6030 4.1694
C 2.1830 0.3739 4.1904
C 3.4716 1.0578 3.7950
C 2.1843 -1.0001 4.4508
C 3.4838 -1.7519 4.6192
C 0.9745 -1.6838 4.6136
C 0.9811 -3.1888 4.7343
C -0.2266 -0.9697 4.6808
C -1.5352 -1.6785 4.9332
H -1.4651 2.1664 4.2736
H -1.6993 1.3435 5.8153
H -2.3485 0.6517 4.3335
H 0.5364 2.9254 3.2197
H 1.9697 3.0298 4.2449
H 0.3784 3.0465 4.9674
H 4.0329 1.4242 4.6597
H 3.2829 1.9042 3.1388
H 4.1138 0.3748 3.2406
H 3.6914 -2.4424 3.7994
H 3.4464 -2.3454 5.5349
H 4.3336 -1.0795 4.7026
H 1.8684 -3.6210 4.2765
H 0.1182 -3.6275 4.2366
H 0.9615 -3.5117 5.7798
H -2.1010 -1.7883 4.0027
H -2.1545 -1.1214 5.6357
H -1.3890 -2.6696 5.3540
C -1.4398 0.4913 -7.0468
O -0.7222 0.5350 -5.8287
C 0.6307 0.6960 -5.8994
C 1.3536 0.7787 -7.0750
C 2.7331 0.9625 -7.0302
C 3.3743 1.0840 -5.8142
C 2.6479 1.0187 -4.6294
C 1.2780 0.8015 -4.6538
N 0.4642 0.7370 -3.5183
C 0.7565 0.2908 -2.2446
N 1.8904 -0.4150 -2.1362
C 2.5763 -1.0142 -1.0369
C 2.0447 -1.1942 0.2364
C 2.8889 -1.8836 1.1259
C 4.1498 -2.3457 0.7950
C 4.6531 -2.1339 -0.4851
C 3.8619 -1.4680 -1.3993
O 4.2455 -1.2096 -2.6979
C 5.4843 -1.7281 -3.1312
N -0.0571 0.5542 -1.2594
C -1.2480 1.2602 -1.5545
C -1.3636 2.6218 -1.3143
C -2.5509 3.2964 -1.5714
C -3.6392 2.5990 -2.0671
C -3.5505 1.2342 -2.3128
C -2.3617 0.5633 -2.0605
O -2.1647 -0.7646 -2.2713
C -3.2435 -1.5052 -2.8125
H -2.4877 0.3928 -6.7768
H -1.1404 -0.3678 -7.6522
H -1.2988 1.4093 -7.6227
H 0.8565 0.6947 -8.0307
H 3.2925 1.0181 -7.9543
H 4.4432 1.2446 -5.7711
H 3.1579 1.1397 -3.6835
H -0.5073 0.9463 -3.6873
H 2.3609 -0.5879 -3.0121
H 2.5256 -2.0798 2.1281
H 4.7546 -2.8782 1.5213
H 5.6380 -2.4899 -0.7519
H 5.5771 -1.4541 -4.1797
H 5.5155 -2.8166 -3.0360
H 6.3157 -1.2947 -2.5687
H -0.4997 3.1449 -0.9230
H -2.6188 4.3607 -1.3863
H -4.5720 3.1117 -2.2658
H -4.4145 0.6999 -2.6809
H -2.8878 -2.5282 -2.9017
H -3.5196 -1.1279 -3.8018
H -4.1125 -1.4818 -2.1515
C -3.2419 2.7928 2.0489
C -2.6543 1.4466 1.6863
O -1.4210 1.3425 1.7702
C -3.5454 0.3702 1.2814
C -4.8953 0.6906 1.0078
C -5.8147 -0.2408 0.6074
C -5.4064 -1.5800 0.4880
C -4.1170 -1.9436 0.7580
C -3.1215 -1.0019 1.1593
O -1.9373 -1.4302 1.4072
H -2.4363 3.4316 2.4024
H -4.0063 2.6976 2.8206
H -3.6969 3.2553 1.1732
H -5.2148 1.7198 1.0953
H -6.8355 0.0467 0.3956
H -6.1215 -2.3359 0.1835
H -3.7958 -2.9748 0.6799
*
```

Summary:
Highest occupied orbital energy   -0.27008 hartree
Relative energy (zero: lowest compared OMol25 entry of this formula, charge and spin)   0.000 eV
Strongest force on any atom   0.822 eV Å⁻¹
Total energy   -77466.043 eV
Kohn-Sham gap   7.764 eV

Atomic partial charges in e from the Mulliken method, atoms 1 to 5: Ca 1.898; C -2.728; C 2.082; C 0.712; C -2.279

***

Density functional theory data (the ωB97M-V functional and the def2-TZVPD basis) for a molecular structure, C7H14NO2PS2 in a non-equilibrium geometry.

```
! RIJCOSX wB97M-V def2-TZVPD def2/J DEFGRID3
* xyz 0 1
C -0.4368 -0.1770 0.1851
C 0.8338 -1.7561 1.7681
C -1.6519 -1.9809 1.1863
C 0.1528 -2.5246 -0.4311
C 0.3893 3.3261 -0.4668
C -0.5364 2.6655 0.6037
C -0.2821 -1.6215 0.6747
N 0.7599 2.4224 -1.4851
O 1.8442 1.8181 -1.2970
O -1.0309 0.1526 -0.8008
P -0.4008 2.0490 -2.5809
S 1.0862 0.4709 -4.2254
S -0.0964 1.0796 1.4521
H 1.7003 -1.3802 1.2565
H 1.0918 -2.7649 2.0821
H 0.4664 -1.1280 2.6278
H -1.7588 -3.0634 1.3497
H -2.3031 -1.5208 0.5439
H -1.8838 -1.6404 2.1930
H 1.1089 -2.2019 -0.7307
H 0.4160 -3.4656 0.0092
H -0.6072 -2.7042 -1.2520
H 1.3272 3.5964 0.0661
H -0.1139 4.1572 -0.9631
H -0.7262 3.2505 1.4625
H -1.4629 2.4751 0.0226
H 2.1144 0.4662 -3.2505
*
```

Summary:
Highest occupied orbital energy (spin up / spin down)   -0.29914 / -0.30912 hartree
Strongest force on any atom   3.482 eV Å⁻¹
Total energy   -44026.064 eV
Kohn-Sham gap (spin up / spin down)   7.064 / 7.389 eV

Atomic partial charges in e from the natural (NBO) method, atoms 1 to 5: C 0.501; C -0.606; C -0.599; C -0.599; C -0.278